Computed, not measured: a cluster of 2 separate species, C23H27F3N4O3 in total, with ωB97M-V with the def2-TZVPD basis set.

```
! RIJCOSX wB97M-V def2-TZVPD def2/J DEFGRID3
* xyz 0 1
O 2.32 -1.29 6.25
O 2.89 3.11 -3.39
O 0.97 -0.81 -5.66
F 0.69 4.16 2.34
F 1.25 2.94 0.56
F -0.80 3.71 0.80
N 0.82 1.36 3.07
C 1.40 -1.12 5.46
C 2.20 2.24 -3.91
C 1.36 -0.74 -4.50
C 0.54 0.24 3.72
C -0.08 1.90 2.23
C -0.93 -3.98 6.19
C -1.94 -3.75 5.26
C 0.15 -3.10 6.26
C -1.87 -2.64 4.41
C -1.33 1.27 2.08
C 0.22 -1.99 5.40
C -0.81 -1.72 4.47
C -0.68 -0.48 3.62
C -1.65 0.09 2.75
N 1.56 -0.13 4.54
N 2.44 -1.45 -4.14
N 1.57 1.36 -3.13
C 2.10 2.19 -5.42
C -3.04 -0.45 2.51
C 0.26 3.20 1.47
C 3.10 -1.46 -2.84
C -1.42 1.35 -1.45
C -1.70 -0.52 -3.95
C -1.33 1.75 -2.93
C -0.74 0.68 -3.87
C 0.70 0.22 -3.49
H -0.98 -4.84 6.85
H -2.77 -4.44 5.18
H 0.94 -3.30 6.98
H -2.68 -2.57 3.70
H -2.06 1.72 1.42
H 2.30 0.53 4.70
H 2.84 -2.00 -4.88
H 1.70 1.54 -2.15
H 1.06 2.17 -5.73
H 2.56 3.09 -5.83
H 2.62 1.32 -5.80
H -3.56 -0.62 3.46
H -2.99 -1.39 1.94
H -3.65 0.25 1.93
H 3.55 -0.48 -2.64
H 2.39 -1.70 -2.05
H 3.89 -2.21 -2.83
H -2.00 0.44 -1.33
H -1.92 2.15 -0.91
H -0.42 1.21 -1.03
H -2.71 -0.17 -4.16
H -1.41 -1.18 -4.77
H -1.69 -1.09 -3.02
H -2.33 2.00 -3.27
H -0.74 2.66 -3.00
H -0.71 1.13 -4.87
H 0.58 -0.36 -2.58
*
```

Calculated values
Kohn-Sham gap = 8.5426 eV
highest occupied orbital energy = -9.0 eV
SMILES = Cc1cc(C(F)(F)F)nc2[nH]c(=O)c3ccccc3c12.CC[C@H](C)[C@H](NC(C)=O)C(=O)NC
LUMO = -0.45 eV

Computed, not measured: a structure of composition C55H49AuIN2OPSTe, with ωB97M-V with the def2-TZVPD basis set.

```
! RIJCOSX wB97M-V def2-TZVPD def2/J DEFGRID3
* xyz 1 2
Au 1.13 0.77 1.07
S 2.48 -1.09 5.25
C 1.05 -0.26 5.76
C 0.47 -0.26 7.03
C -0.65 0.52 7.22
C -1.18 1.29 6.18
C -0.60 1.28 4.92
C 0.52 0.48 4.70
N 1.23 0.34 3.51
C 2.29 -0.41 3.67
C 3.29 -0.57 2.62
C 4.50 -1.22 2.88
C 5.50 -1.22 1.92
C 5.29 -0.56 0.71
C 4.07 0.06 0.46
C 3.04 0.04 1.39
H 0.89 -0.84 7.84
H -1.12 0.55 8.20
H -2.04 1.91 6.35
H -1.01 1.88 4.13
H 4.68 -1.69 3.83
H 6.44 -1.72 2.11
H 6.08 -0.53 -0.03
H 3.94 0.55 -0.49
I -2.05 -0.57 2.47
C -3.64 -0.16 1.19
C -4.76 -0.90 1.44
C -5.91 -0.78 0.64
C -5.89 0.08 -0.42
C -4.74 0.85 -0.71
C -4.78 1.68 -1.85
C -3.71 2.43 -2.20
C -2.57 2.42 -1.38
C -2.47 1.64 -0.24
P -0.92 2.00 0.67
C 1.50 3.77 -1.68
C 1.45 4.68 -0.63
C 0.58 5.76 -0.66
C -0.26 5.94 -1.76
C -0.20 5.05 -2.82
C 0.67 3.97 -2.78
C -1.38 3.10 2.03
C -2.68 3.20 2.52
C -2.95 4.03 3.60
C -1.93 4.77 4.19
C -0.64 4.68 3.69
C -0.36 3.85 2.62
C -3.57 0.78 0.11
H -4.76 -1.59 2.27
H -6.79 -1.37 0.86
H -6.75 0.18 -1.07
H -5.68 1.69 -2.45
H -3.72 3.07 -3.08
H -1.75 3.07 -1.65
H 2.10 4.54 0.23
H 0.55 6.45 0.17
H -0.94 6.78 -1.79
H -0.83 5.20 -3.68
H 0.72 3.28 -3.62
H -3.48 2.64 2.06
H -3.96 4.10 3.98
H -2.15 5.41 5.03
H 0.16 5.26 4.15
H 0.66 3.76 2.26
C 2.44 2.59 -1.59
C 1.81 1.32 -2.11
O 1.81 1.05 -3.33
N 1.21 0.48 -1.25
Te 0.29 -0.78 -2.54
C 1.57 -2.19 -3.51
C 2.96 -2.16 -3.53
C 3.80 -1.17 -2.78
C 3.63 -3.11 -4.30
C 2.96 -4.06 -5.04
C 3.71 -5.07 -5.88
C 1.57 -4.07 -5.00
C 0.86 -3.14 -4.26
C -0.65 -3.22 -4.28
C -0.48 -2.10 -1.07
C -1.87 -2.26 -1.04
C -2.81 -1.53 -1.97
C -2.42 -3.16 -0.14
C -1.64 -3.89 0.74
C -2.25 -4.84 1.73
C -0.26 -3.72 0.69
C 0.34 -2.85 -0.21
C 1.84 -2.79 -0.25
H 3.34 2.77 -2.20
H 2.75 2.46 -0.56
H -0.43 2.95 -0.24
H 3.25 -0.70 -1.97
H 4.15 -0.38 -3.45
H 4.66 -1.66 -2.34
H 4.71 -3.09 -4.31
H 4.77 -5.05 -5.67
H 3.57 -4.86 -6.94
H 3.34 -6.08 -5.69
H 1.03 -4.81 -5.57
H -0.97 -3.98 -5.00
H -1.10 -2.28 -4.59
H -1.05 -3.50 -3.31
H -2.58 -0.47 -2.06
H -3.83 -1.61 -1.61
H -2.79 -1.95 -2.98
H -3.50 -3.28 -0.11
H -3.34 -4.77 1.72
H -1.90 -4.62 2.74
H -1.98 -5.87 1.50
H 0.37 -4.28 1.37
H 2.26 -3.06 0.72
H 2.21 -1.80 -0.49
H 2.23 -3.49 -1.00
*
```

Calculated values
Kohn-Sham gap (alpha / beta) = 7.6306 / 7.0115 eV
highest occupied orbital energy (alpha / beta) = -10.0 / -10.6 eV
LUMO (alpha / beta) = -2.41 / -3.55 eV
energy above the lowest of the compared OMol25 structures with the same formula, charge and spin = 4.7 kJ/mol

Computed, not measured: a structure of composition N3O7S, with ωB97M-V with the def2-TZVPD basis set.

```
! RIJCOSX wB97M-V def2-TZVPD def2/J DEFGRID3
* xyz -1 1
N 1.25 -0.88 -0.17
N -2.44 -0.17 -0.27
N 2.40 -0.32 -0.05
O -1.24 -0.76 -0.32
O -3.32 -1.00 -0.27
O -2.56 0.99 -0.39
O 3.35 -0.78 -0.66
O 2.32 0.68 0.69
O -0.21 0.46 1.65
O 0.22 1.48 -0.55
S 0.22 0.30 0.33
*
```

Calculated values
Kohn-Sham gap = 10.4419 eV
highest occupied orbital energy = -6.6 eV
LUMO = 3.83 eV
energy above the lowest of the compared OMol25 structures with the same formula, charge and spin = 233.5 kJ/mol

Computed, not measured: a structure of composition C32H38CoN5O4P, with ωB97M-V with the def2-TZVPD basis set.

```
! RIJCOSX wB97M-V def2-TZVPD def2/J DEFGRID3
* xyz 3 5
Co 0.29 -0.06 -0.33
C -2.70 2.82 1.90
N -2.66 1.42 2.33
C -3.76 1.00 3.20
C -1.71 0.62 1.91
O -0.81 1.01 1.13
C -1.68 -0.82 2.42
O -0.64 -1.53 1.77
C 0.42 -1.97 2.59
C 1.72 -1.32 2.13
O 1.73 -0.68 1.05
N 2.80 -1.45 2.87
C 2.90 -2.33 4.04
C 4.04 -0.77 2.50
H -3.22 3.40 2.65
H -1.69 3.21 1.78
H -3.24 2.92 0.95
H -3.84 1.69 4.04
H -4.70 1.03 2.65
H -3.61 0.00 3.59
H -1.54 -0.81 3.50
H -2.61 -1.32 2.18
H 0.23 -1.73 3.64
H 0.50 -3.05 2.49
H 1.94 -2.75 4.31
H 3.59 -3.14 3.82
H 3.30 -1.77 4.88
H 3.83 0.03 1.80
H 4.49 -0.35 3.40
H 4.75 -1.47 2.06
O -0.47 2.60 -1.05
N -0.83 1.35 -1.52
C -1.22 1.40 -2.74
C -1.67 0.27 -3.54
C -2.26 0.60 -4.77
C -2.82 -0.37 -5.58
C -2.79 -1.69 -5.18
C -2.20 -2.04 -3.97
C -1.62 -1.08 -3.15
P -0.90 -1.69 -1.59
C -2.36 -2.54 -0.89
C -3.43 -1.71 -0.54
C -4.62 -2.26 -0.11
C -4.76 -3.64 -0.01
C -3.70 -4.46 -0.38
C -2.51 -3.92 -0.83
C 0.29 -2.97 -2.10
C 0.75 -3.86 -1.13
C 1.68 -4.84 -1.46
C 2.17 -4.92 -2.76
C 1.74 -4.01 -3.71
C 0.81 -3.03 -3.39
H -0.62 2.54 -0.09
H -1.27 2.38 -3.21
H -2.29 1.64 -5.08
H -3.28 -0.08 -6.51
H -3.24 -2.46 -5.80
H -2.18 -3.08 -3.67
H -3.32 -0.63 -0.65
H -5.46 -1.62 0.14
H -5.69 -4.07 0.34
H -3.81 -5.54 -0.33
H -1.72 -4.58 -1.15
H 0.36 -3.79 -0.11
H 2.01 -5.56 -0.71
H 2.88 -5.69 -3.02
H 2.12 -4.07 -4.73
H 0.47 -2.34 -4.15
N 3.06 -1.73 -1.23
C 3.02 -0.62 -1.95
C 3.99 -0.41 -2.97
C 4.02 0.78 -3.64
C 3.09 1.75 -3.28
C 2.12 1.45 -2.30
N 2.05 0.29 -1.67
H 3.82 -2.39 -1.37
H 2.50 -1.78 -0.39
H 4.72 -1.20 -3.18
H 4.76 0.98 -4.41
H 3.08 2.72 -3.76
H 1.38 2.19 -2.03
*
```

Calculated values
Kohn-Sham gap (alpha / beta) = 7.6955 / 4.3731 eV
highest occupied orbital energy (alpha / beta) = -16.0 / -16.2 eV
LUMO (alpha / beta) = -8.31 / -11.86 eV

Computed, not measured: the molecule C5H6O2S2, with ωB97M-V with the def2-TZVPD basis set.

```
! RIJCOSX wB97M-V def2-TZVPD def2/J DEFGRID3
* xyz 0 1
C -1.05 -0.42 -1.09
C -1.20 0.58 0.02
C 0.22 1.25 0.42
C -0.29 -1.63 -0.71
C 1.20 0.42 1.24
O -1.59 -0.36 -2.21
O 2.26 -0.56 -0.77
S -0.36 -2.18 0.86
S 2.39 -0.55 0.70
H -1.78 1.37 -0.32
H -1.86 0.09 0.82
H 0.69 1.50 -0.56
H 0.15 2.22 0.82
H 0.07 -2.20 -1.44
H 1.15 0.47 2.23
*
```

Calculated values
Kohn-Sham gap = 7.8279 eV
highest occupied orbital energy = -9.2 eV
LUMO = -1.33 eV
energy above the lowest of the compared OMol25 structures with the same formula, charge and spin = 141.5 kJ/mol

Computed, not measured: the ion C8H17N2OS with charge +1, with ωB97M-V with the def2-TZVPD basis set.

```
! RIJCOSX wB97M-V def2-TZVPD def2/J DEFGRID3
* xyz 1 1
C -2.32 0.25 -0.01
C 0.12 1.47 0.01
C -0.22 -1.08 0.01
C 0.61 1.88 1.35
C -0.08 2.52 -1.03
C 0.13 -2.25 -0.91
C 0.11 -1.38 1.47
C 1.99 -0.03 -0.57
N -1.67 -0.86 -0.08
N 0.50 0.15 -0.53
O -2.35 -2.12 -0.02
S -3.72 0.96 0.01
H 1.13 1.07 1.87
H -0.21 2.20 1.99
H 1.29 2.73 1.27
H -0.66 3.34 -0.60
H -0.62 2.15 -1.90
H 0.87 2.95 -1.37
H -0.47 -3.11 -0.63
H 1.17 -2.53 -0.84
H -0.11 -2.01 -1.94
H -0.33 -2.34 1.73
H -0.32 -0.63 2.13
H 1.18 -1.44 1.65
H 2.47 0.82 -0.08
H 2.30 -0.93 -0.06
H 2.34 -0.07 -1.60
H 0.18 0.20 -1.50
H -3.28 -1.94 0.17
*
```

Calculated values
Kohn-Sham gap (alpha / beta) = 7.9920 / 7.4723 eV
highest occupied orbital energy (alpha / beta) = -11.9 / -11.2 eV
LUMO (alpha / beta) = -3.96 / -3.71 eV
energy above the lowest of the compared OMol25 structures with the same formula, charge and spin = 460.4 kJ/mol

Computed, not measured: a cluster of 2 separate species, C23H24Br2IO4PS in total, with ωB97M-V with the def2-TZVPD basis set.

```
! RIJCOSX wB97M-V def2-TZVPD def2/J DEFGRID3
* xyz 0 1
C 2.54 -3.91 0.21
C 1.48 -2.80 -0.23
C 1.64 -1.45 0.55
C 2.83 -1.10 1.34
C 2.93 0.16 2.09
P 4.40 0.61 3.13
S 6.11 -0.01 2.43
C 1.82 1.13 2.07
C 0.63 0.81 1.30
C 0.54 -0.46 0.55
C -0.79 -0.71 -0.25
O -0.79 -1.14 -1.37
C -2.09 -0.29 0.53
C -2.00 0.98 1.28
C -3.12 1.52 2.06
C -4.34 0.71 2.07
C -4.43 -0.57 1.34
I -6.33 -1.60 1.58
C -3.33 -1.12 0.54
C -3.45 -2.48 -0.20
Br -3.72 -2.19 -2.15
C -2.28 -3.49 0.11
C -1.61 -3.31 1.53
Br -2.85 -5.40 -0.08
C -0.63 1.74 1.24
O -0.54 2.94 1.15
H 2.40 -4.76 -0.51
H 2.34 -4.26 1.26
H 3.57 -3.51 0.06
H 1.54 -2.67 -1.34
H 0.47 -3.26 -0.01
H 3.66 -1.84 1.34
H 4.19 -0.07 4.38
H 4.38 2.00 3.48
H 1.82 2.09 2.64
H -3.07 2.48 2.62
H -5.19 1.09 2.67
H -4.39 -2.99 0.13
H -1.49 -3.37 -0.68
H -2.31 -2.86 2.29
H -1.26 -4.29 1.95
H -0.71 -2.64 1.52
O 2.49 2.32 -1.36
C 1.70 2.72 -2.17
O 2.12 3.44 -3.23
C 1.28 3.80 -4.34
C 0.51 5.06 -4.06
C 0.22 2.51 -1.98
H 0.64 2.97 -4.63
H 1.96 3.97 -5.18
H -0.17 4.94 -3.21
H -0.08 5.36 -4.93
H 1.19 5.88 -3.80
H -0.17 3.29 -1.32
H 0.07 1.54 -1.50
H -0.35 2.48 -2.90
*
```

Calculated values
Kohn-Sham gap = 7.4028 eV
highest occupied orbital energy = -8.7 eV
SMILES = CCc1cc([PH2]=S)cc2c1C(=O)c1c(ccc(I)c1[C@@H](Br)[C@@H](C)Br)C2=O.CCOC(C)=O
LUMO = -1.28 eV

Computed, not measured: the molecule C4H3NO2, with ωB97M-V with the def2-TZVPD basis set.

```
! RIJCOSX wB97M-V def2-TZVPD def2/J DEFGRID3
* xyz 0 1
O 1.11 1.81 -0.46
C 0.97 0.64 -0.73
C 0.48 -2.60 0.20
N 0.13 -1.51 -0.05
C -0.25 -0.17 -0.28
C -0.90 0.48 0.95
O -0.98 -0.07 2.01
H 1.72 0.07 -1.31
H -0.99 -0.14 -1.10
H -1.29 1.49 0.76
*
```

Calculated values
Kohn-Sham gap = 10.7773 eV
highest occupied orbital energy = -10.7 eV
LUMO = 0.12 eV
energy above the lowest of the compared OMol25 structures with the same formula, charge and spin = 237.1 kJ/mol

Computed, not measured: a cluster of 32 separate species, H64O32 in total, with ωB97M-V with the def2-TZVPD basis set.

```
! RIJCOSX wB97M-V def2-TZVPD def2/J DEFGRID3
* xyz 0 1
O 2.06 -1.47 -1.55
H 1.18 -1.10 -1.45
H 2.19 -1.99 -0.76
O 2.28 -2.40 5.63
H 1.98 -3.23 6.01
H 1.64 -2.21 4.94
O -1.06 2.41 0.63
H -1.51 2.54 -0.21
H -1.08 3.27 1.05
O 3.42 -4.62 -0.28
H 3.77 -3.73 -0.32
H 3.46 -4.86 0.65
O 0.16 -5.95 -0.40
H 0.47 -5.19 -0.89
H 0.61 -5.90 0.44
O -1.90 -1.84 -1.73
H -1.20 -1.23 -1.47
H -1.50 -2.70 -1.65
O 0.08 -1.41 4.40
H -0.59 -2.07 4.56
H -0.41 -0.62 4.17
O 4.03 0.33 -2.03
H 3.38 -0.35 -1.88
H 4.47 0.07 -2.83
O 0.42 4.70 -3.23
H 0.43 5.02 -2.32
H 1.34 4.70 -3.49
O 1.70 1.54 5.37
H 1.95 1.26 4.49
H 1.89 0.78 5.92
O 0.73 5.14 -0.41
H 0.95 6.03 -0.15
H 0.64 4.66 0.42
O -3.13 -2.45 -4.19
H -2.57 -3.11 -4.60
H -2.77 -2.35 -3.31
O -1.25 -4.14 4.06
H -1.77 -4.09 3.26
H -0.50 -4.68 3.82
O -1.83 2.60 4.73
H -0.95 2.22 4.77
H -1.69 3.50 4.43
O -0.30 4.48 2.46
H -0.69 5.09 3.08
H 0.62 4.41 2.73
O 3.26 2.17 -4.06
H 4.13 2.03 -3.70
H 2.77 1.39 -3.80
O -0.21 -0.04 -0.25
H -0.41 0.84 0.08
H 0.18 -0.49 0.50
O -5.41 0.70 2.51
H -6.30 0.44 2.26
H -4.85 0.17 1.95
O -2.56 0.00 3.87
H -2.76 -0.07 2.93
H -2.54 0.94 4.03
O 1.62 0.10 -3.98
H 0.99 -0.30 -4.57
H 1.66 -0.49 -3.23
O -0.33 -1.29 -5.00
H -0.09 -2.05 -5.53
H -1.17 -1.53 -4.61
O -2.39 -4.07 1.37
H -1.97 -4.62 0.71
H -2.02 -3.20 1.22
O -2.50 5.82 -2.10
H -2.09 5.12 -1.59
H -3.22 5.39 -2.57
O 3.09 3.58 -1.05
H 3.46 2.93 -1.64
H 2.21 3.26 -0.85
O -0.45 1.89 -3.69
H 0.31 1.33 -3.84
H -0.14 2.77 -3.91
O -2.34 2.14 -1.65
H -3.06 2.61 -2.07
H -1.62 2.19 -2.27
O -3.24 0.20 0.86
H -2.87 1.08 0.94
H -2.78 -0.18 0.12
O 4.70 -2.13 -0.56
H 4.97 -1.22 -0.55
H 5.27 -2.55 -1.20
O 0.29 -3.60 -2.02
H -0.27 -3.98 -2.69
H 0.82 -2.95 -2.49
O 1.39 -1.37 1.86
H 2.06 -0.76 2.17
H 1.15 -1.88 2.63
O 2.90 0.76 2.79
H 3.09 1.53 2.26
H 3.74 0.51 3.16
O -5.55 -1.21 -1.91
H -4.70 -0.82 -1.71
H -5.36 -2.14 -2.02
*
```

Calculated values
Kohn-Sham gap = 9.8152 eV
highest occupied orbital energy = -10.5 eV
LUMO = -0.65 eV
energy above the lowest of the compared OMol25 structures with the same formula, charge and spin = 356.1 kJ/mol

Computed, not measured: a cluster of 2 separate species, C2H3N2O2 in total, with ωB97M-V with the def2-TZVPD basis set.

```
! RIJCOSX wB97M-V def2-TZVPD def2/J DEFGRID3
* xyz 1 1
C -0.53 0.37 0.75
C 0.85 -1.22 -1.34
N -1.14 -0.62 0.59
N 0.09 1.51 0.81
O 1.18 -0.15 -1.05
O 0.37 -2.21 -1.64
H -1.43 -1.45 0.16
H 1.08 1.46 1.09
H -0.46 2.32 0.62
*
```

Calculated values
Kohn-Sham gap = 12.6411 eV
highest occupied orbital energy = -17.3 eV
LUMO = -4.62 eV
energy above the lowest of the compared OMol25 structures with the same formula, charge and spin = 27.0 kJ/mol